Entry 1:
Density functional theory data (ωB97M-V/def2-TZVPD) for 2 unconnected molecules or ions with the total composition C5H8N.

- Total charge: +1
- E_tot: -249.56684 Eh
- HOMO energy (alpha / beta): -13.8 / -14.7 eV
- ΔE to the lowest compared entry with this formula, charge and spin: 7.029 eV

CARTESIAN COORDINATES (ANGSTROEM)
C1 0.125 -0.906 0.445
C2 1.284 -0.670 0.127
C3 3.194 0.770 -0.056
C4 2.575 -0.399 -0.312
C5 -2.749 0.555 -0.028
N1 -2.241 -0.634 -0.446
H1 -0.660 -1.269 1.048
H2 4.179 0.973 -0.443
H3 2.724 1.544 0.531
H4 3.064 -1.196 -0.861
H5 -3.148 0.633 0.995
H6 -2.098 1.388 -0.315
H7 -3.634 0.675 -0.703
H8 -2.616 -1.464 0.019



Entry 2:
Density functional theory data (ωB97M-V/def2-TZVPD) for C19H23FN2O3S2 in the gas phase.

- Total charge: 0
- E_tot: -1969.30148 Eh
- HOMO energy: -8.6 eV
- ΔE to the lowest compared entry with this formula, charge and spin: 0.148 eV

CARTESIAN COORDINATES (ANGSTROEM)
C1 -4.389 1.382 -4.018
C2 -3.710 0.312 -3.219
C3 -3.544 -0.962 -3.753
C4 -2.922 -1.959 -3.029
C5 -2.448 -1.706 -1.745
C6 -1.756 -2.769 -0.959
S1 -0.296 -3.462 -1.839
C7 0.542 -1.985 -2.506
C8 1.572 -1.385 -1.556
N1 0.967 -0.554 -0.541
C9 1.244 0.754 -0.421
O1 2.065 1.343 -1.095
C10 0.444 1.449 0.694
N2 0.812 1.028 2.030
C11 1.942 1.569 2.659
C12 2.062 1.478 4.047
C13 3.164 2.003 4.693
C14 4.146 2.631 3.948
F1 5.224 3.145 4.577
C15 4.045 2.743 2.575
C16 2.946 2.207 1.930
S2 0.148 -0.386 2.623
C17 1.544 -1.534 2.692
O2 -0.369 -0.203 3.940
O3 -0.778 -0.855 1.625
C18 -2.613 -0.437 -1.207
C19 -3.239 0.558 -1.936
H1 -3.888 1.518 -4.976
H2 -5.422 1.101 -4.222
H3 -4.386 2.329 -3.485
H4 -3.907 -1.171 -4.749
H5 -2.790 -2.942 -3.458
H6 -1.445 -2.402 0.019
H7 -2.396 -3.642 -0.824
H8 1.040 -2.338 -3.408
H9 -0.220 -1.255 -2.778
H10 2.260 -0.742 -2.113
H11 2.143 -2.193 -1.085
H12 0.218 -0.942 0.021
H13 -0.616 1.225 0.570
H14 0.592 2.529 0.611
H15 1.278 1.009 4.617
H16 3.261 1.939 5.765
H17 4.823 3.240 2.016
H18 2.884 2.287 0.857
H19 2.231 -1.190 3.454
H20 1.148 -2.509 2.948
H21 2.016 -1.552 1.719
H22 -2.266 -0.243 -0.202
H23 -3.363 1.540 -1.501



Entry 3:
Density functional theory data (ωB97M-V/def2-TZVPD) for a molecular structure, C17H10BrIrNO4.

- Total charge: +1
- E_tot: -3687.65892 Eh
- HOMO energy: -11.1 eV
- ΔE to the lowest compared entry with this formula, charge and spin: 0.000 eV

CARTESIAN COORDINATES (ANGSTROEM)
Ir1 0.299 0.777 0.313
O1 -1.538 -0.284 4.019
C1 -1.000 0.237 2.946
O2 -0.042 -0.243 2.359
C2 -1.633 1.498 2.461
C3 -2.509 2.309 3.133
C4 -2.908 3.504 2.511
C5 -2.423 3.838 1.259
C6 -1.536 2.959 0.649
N1 -1.184 1.836 1.245
C7 -0.818 3.181 -0.667
O3 -1.083 4.134 -1.342
O4 0.093 2.260 -0.937
H1 -1.058 -1.087 4.279
H2 -2.867 2.029 4.113
H3 -3.588 4.172 3.022
H4 -2.690 4.749 0.743
Br1 2.759 0.521 0.212
C8 2.787 -1.044 -0.883
C9 3.954 -1.633 -1.237
C10 3.884 -2.765 -2.084
C11 2.674 -3.226 -2.517
C12 1.462 -2.602 -2.126
C13 0.193 -3.058 -2.566
C14 -0.945 -2.417 -2.181
C15 -0.879 -1.284 -1.329
C16 0.317 -0.822 -0.879
C17 1.518 -1.473 -1.275
H5 4.907 -1.254 -0.895
H6 4.799 -3.251 -2.393
H7 2.619 -4.081 -3.179
H8 0.149 -3.921 -3.218
H9 -1.910 -2.767 -2.521
H10 -1.802 -0.791 -1.037



Entry 4:
Density functional theory data (ωB97M-V/def2-TZVPD) for 2 unconnected molecules or ions with the total composition C3H10N2O2.

- Total charge: 0
- E_tot: -380.21433 Eh
- HOMO energy: -9.5 eV
- ΔE to the lowest compared entry with this formula, charge and spin: 3.329 eV

CARTESIAN COORDINATES (ANGSTROEM)
C1 -1.338 -1.466 0.214
N1 -0.248 -0.510 0.155
N2 -0.622 0.557 -0.726
C2 -1.458 1.523 0.025
H1 -2.172 -0.934 0.639
H2 -1.701 -1.839 -0.822
H3 -1.068 -2.247 0.786
H4 0.404 -1.222 -0.180
H5 -1.145 0.351 -1.529
H6 -2.608 1.489 -0.047
H7 -1.278 1.458 1.049
H8 -1.311 2.537 -0.354
O1 2.939 -1.298 0.478
C3 3.259 -0.180 0.203
O2 2.470 0.886 0.082
H9 4.285 0.224 0.104
H10 1.590 0.670 -0.075